#P
9
Properties=species:S:1:pos:R:3 method="wB97M-V/def2-TZVPD" homo_ev=-9.85 gap_ha=0.381 smiles="NC=O.O"
N 0.99265 -0.27974 0.61629
C 1.54718 -0.96177 1.54280
O 2.64189 -0.69838 1.90055
H 1.48992 0.48790 0.15805
H 0.11137 -0.62317 0.22652
H 0.86427 -1.66879 2.07332
O -2.20571 1.45403 -2.19625
H -3.05789 1.74811 -1.80184
H -2.38369 0.54182 -2.51944

***

#Q
9
Properties=species:S:1:pos:R:3 method="wB97M-V/def2-TZVPD" homo_ev=-9.71 gap_ha=0.370 smiles="O=CO.N"
O 2.67077 1.35289 -0.25508
C 1.52648 1.02458 -0.14741
O 1.01073 -0.09492 -0.59381
H 0.78490 1.69001 0.34717
H 0.06005 -0.30950 -0.16903
N -1.31140 -0.77865 0.16524
H -1.82067 -0.38105 0.93225
H -1.02059 -1.71991 0.37077
H -1.90027 -0.78345 -0.65010

***

Most stable of them? #Q.